# C53H119N5O13

9 unconnected molecules or ions with the total composition C53H119N5O13 at a distorted geometry (the ωB97M-V functional and the def2-TZVPD basis, the OMol25 dataset).

Last columns: bonded neighbours and bond lengths (Å).
Atoms and positions in Å:
1 C 19.358 -28.586 1.678  C2 1.530, H12 1.087, H13 1.093, H14 1.092
2 C 20.196 -29.000 0.466  C1 1.530, C3 1.525, C4 1.523, N10 1.460
3 C 21.380 -29.817 0.970  C2 1.525, H15 1.090, H16 1.093, H17 1.090
4 C 19.376 -29.877 -0.471  C2 1.523, C5 1.514, H18 1.094, H19 1.095
5 C 18.310 -29.112 -1.226  C4 1.514, C6 1.509, H20 1.097, H21 1.097
6 C 18.901 -27.953 -1.990  C5 1.509, C7 1.545, H22 1.098, H23 1.097
7 C 19.836 -27.042 -1.163  C6 1.545, C8 1.511, C9 1.538, N10 1.459
8 C 20.660 -26.227 -2.132  C7 1.511, H24 1.094, H25 1.094, H26 1.095
9 C 18.931 -26.084 -0.368  C7 1.538, H27 1.089, H28 1.091, H29 1.092
10 N 20.696 -27.908 -0.363  C2 1.460, C7 1.459, O11 1.421
11 O 21.595 -27.100 0.385  N10 1.421, H30 0.969
12 H 18.342 -28.275 1.446  C1 1.087
13 H 19.277 -29.459 2.330  C1 1.093
14 H 19.839 -27.805 2.271  C1 1.092
15 H 22.174 -29.866 0.224  C3 1.090
16 H 21.804 -29.337 1.857  C3 1.093
17 H 21.115 -30.832 1.268  C3 1.090
18 H 20.033 -30.362 -1.200  C4 1.094
19 H 18.924 -30.722 0.059  C4 1.095
20 H 17.769 -29.796 -1.891  C5 1.097
21 H 17.485 -28.763 -0.593  C5 1.097
22 H 18.079 -27.367 -2.421  C6 1.098
23 H 19.388 -28.267 -2.921  C6 1.097
24 H 21.311 -26.786 -2.811  C8 1.094
25 H 21.325 -25.513 -1.637  C8 1.094
26 H 20.052 -25.598 -2.790  C8 1.095
27 H 18.247 -26.610 0.298  C9 1.089
28 H 18.254 -25.561 -1.045  C9 1.091
29 H 19.496 -25.355 0.216  C9 1.092
30 H 21.071 -26.626 1.047  O11 0.969
31 C 20.938 -24.282 -5.428  C32 1.524, H42 1.096, H43 1.089, H44 1.098
32 C 20.851 -24.742 -6.878  C31 1.524, C33 1.528, C34 1.523, N40 1.445
33 C 22.223 -25.268 -7.294  C32 1.528, H45 1.093, H46 1.095, H47 1.090
34 C 19.881 -25.908 -7.014  C32 1.523, C35 1.528, H48 1.094, H49 1.091
35 C 18.404 -25.519 -7.075  C34 1.528, C36 1.530, H50 1.090, H51 1.105
36 C 18.189 -24.516 -8.210  C35 1.530, C37 1.527, H52 1.091, H53 1.100
37 C 19.076 -23.279 -8.101  C36 1.527, C38 1.513, C39 1.549, N40 1.459
38 C 19.064 -22.602 -9.455  C37 1.513, H54 1.095, H55 1.095, H56 1.090
39 C 18.528 -22.306 -7.027  C37 1.549, H57 1.092, H58 1.097, H59 1.090
40 N 20.438 -23.698 -7.787  C32 1.445, C37 1.459, O41 1.415
41 O 21.338 -22.606 -7.818  N40 1.415, H60 0.969
42 H 19.994 -24.029 -4.931  C31 1.096
43 H 21.456 -24.952 -4.743  C31 1.089
44 H 21.443 -23.309 -5.463  C31 1.098
45 H 22.992 -24.494 -7.230  C33 1.093
46 H 22.556 -26.046 -6.599  C33 1.095
47 H 22.151 -25.733 -8.278  C33 1.090
48 H 20.021 -26.503 -7.921  C34 1.094
49 H 19.939 -26.534 -6.123  C34 1.091
50 H 17.749 -26.391 -7.080  C35 1.090
51 H 18.068 -24.978 -6.172  C35 1.105
52 H 17.109 -24.377 -8.272  C36 1.091
53 H 18.515 -24.990 -9.148  C36 1.100
54 H 19.604 -23.197 -10.200  C38 1.095
55 H 19.638 -21.673 -9.530  C38 1.095
56 H 18.054 -22.412 -9.815  C38 1.090
57 H 17.442 -22.222 -7.094  C39 1.092
58 H 18.904 -21.289 -7.192  C39 1.097
59 H 18.806 -22.594 -6.013  C39 1.090
60 H 21.103 -22.075 -7.042  O41 0.969
61 C 18.290 -22.452 0.121  C62 1.542, H72 1.089, H73 1.099, H74 1.089
62 C 19.217 -21.262 -0.197  C61 1.542, C63 1.520, C64 1.525, N70 1.459
63 C 19.348 -20.429 1.068  C62 1.520, H75 1.088, H76 1.098, H77 1.092
64 C 20.569 -21.853 -0.582  C62 1.525, C65 1.511, H78 1.100, H79 1.090
65 C 20.567 -22.469 -1.962  C64 1.511, C66 1.527, H80 1.095, H81 1.094
66 C 20.076 -21.454 -2.993  C65 1.527, C67 1.519, H82 1.093, H83 1.096
67 C 18.751 -20.788 -2.664  C66 1.519, C68 1.532, C69 1.539, N70 1.448
68 C 18.684 -19.512 -3.510  C67 1.532, H84 1.090, H85 1.095, H86 1.092
69 C 17.588 -21.701 -3.089  C67 1.539, H87 1.092, H88 1.089, H89 1.090
70 N 18.717 -20.406 -1.267  C62 1.459, C67 1.448, O71 1.416
71 O 17.464 -19.845 -0.920  N70 1.416, H90 0.962
72 H 18.341 -23.253 -0.615  C61 1.089
73 H 18.672 -22.967 1.013  C61 1.099
74 H 17.259 -22.169 0.332  C61 1.089
75 H 19.807 -19.458 0.895  C63 1.088
76 H 18.349 -20.241 1.482  C63 1.098
77 H 19.789 -21.017 1.876  C63 1.092
78 H 21.278 -21.012 -0.609  C64 1.100
79 H 20.918 -22.549 0.182  C64 1.090
80 H 21.589 -22.732 -2.252  C65 1.095
81 H 20.012 -23.411 -1.989  C65 1.094
82 H 20.043 -21.963 -3.959  C66 1.093
83 H 20.921 -20.764 -3.098  C66 1.096
84 H 19.532 -18.841 -3.373  C68 1.090
85 H 17.788 -18.939 -3.249  C68 1.095
86 H 18.573 -19.763 -4.568  C68 1.092
87 H 17.516 -21.747 -4.177  C69 1.092
88 H 16.655 -21.265 -2.734  C69 1.089
89 H 17.778 -22.715 -2.737  C69 1.090
90 H 17.686 -18.936 -0.696  O71 0.962
91 C 15.750 -28.259 -14.242  C92 1.523, H102 1.090, H103 1.096, H104 1.090
92 C 16.663 -27.721 -13.148  C91 1.523, C93 1.540, C94 1.525, N100 1.480
93 C 17.312 -26.407 -13.619  C92 1.540, H105 1.091, H106 1.088, H107 1.089
94 C 15.887 -27.459 -11.861  C92 1.525, C95 1.539, H108 1.095, H109 1.100
95 C 16.707 -27.518 -10.560  C94 1.539, C96 1.517, H110 1.100, H111 1.088
96 C 17.550 -28.778 -10.503  C95 1.517, C97 1.528, H112 1.093, H113 1.091
97 C 18.466 -28.955 -11.714  C96 1.528, C98 1.531, C99 1.533, N100 1.454
98 C 19.702 -28.054 -11.669  C97 1.531, H114 1.093, H115 1.093, H116 1.087
99 C 18.930 -30.413 -11.626  C97 1.533, H117 1.091, H118 1.091, H119 1.098
100 N 17.670 -28.780 -12.919  C92 1.480, C97 1.454, O101 1.417
101 O 18.460 -29.001 -14.074  N100 1.417, H120 0.962
102 H 15.316 -29.224 -13.982  C91 1.090
103 H 14.926 -27.554 -14.401  C91 1.096
104 H 16.262 -28.323 -15.202  C91 1.090
105 H 17.962 -26.003 -12.841  C93 1.091
106 H 17.936 -26.619 -14.485  C93 1.088
107 H 16.538 -25.661 -13.794  C93 1.089
108 H 15.431 -26.466 -11.921  C94 1.095
109 H 15.011 -28.117 -11.766  C94 1.100
110 H 17.340 -26.625 -10.665  C95 1.100
111 H 16.042 -27.379 -9.710  C95 1.088
112 H 16.832 -29.603 -10.510  C96 1.093
113 H 18.137 -28.767 -9.584  C96 1.091
114 H 20.229 -28.194 -10.722  C98 1.093
115 H 19.407 -27.002 -11.686  C98 1.093
116 H 20.354 -28.203 -12.526  C98 1.087
117 H 18.142 -31.159 -11.523  C99 1.091
118 H 19.695 -30.503 -10.853  C99 1.091
119 H 19.417 -30.735 -12.556  C99 1.098
120 H 18.003 -29.721 -14.521  O101 0.962
121 C 23.664 -29.077 -5.571  C122 1.532, H132 1.091, H133 1.096, H134 1.088
122 C 22.353 -29.861 -5.685  C121 1.532, C123 1.558, C124 1.516, N130 1.443
123 C 21.223 -28.823 -5.415  C122 1.558, H135 1.091, H136 1.086, H137 1.095
124 C 22.230 -30.424 -7.087  C122 1.516, C125 1.524, H138 1.093, H139 1.095
125 C 21.040 -31.369 -7.208  C124 1.524, C126 1.526, H140 1.092, H141 1.094
126 C 21.157 -32.495 -6.185  C125 1.526, C127 1.534, H142 1.090, H143 1.096
127 C 21.402 -32.053 -4.737  C126 1.534, C128 1.533, C129 1.539, N130 1.458
128 C 20.047 -31.654 -4.141  C127 1.533, H144 1.093, H145 1.093, H146 1.095
129 C 21.998 -33.238 -3.957  C127 1.539, H147 1.088, H148 1.088, H149 1.096
130 N 22.342 -30.939 -4.727  C122 1.443, C127 1.458, O131 1.408
131 O 22.673 -30.525 -3.423  N130 1.408, H150 0.971
132 H 23.790 -28.639 -4.580  C121 1.091
133 H 24.506 -29.779 -5.614  C121 1.096
134 H 23.722 -28.337 -6.367  C121 1.088
135 H 20.930 -28.774 -4.365  C123 1.091
136 H 21.525 -27.842 -5.766  C123 1.086
137 H 20.293 -29.089 -5.929  C123 1.095
138 H 22.184 -29.587 -7.789  C124 1.093
139 H 23.123 -31.007 -7.334  C124 1.095
140 H 20.094 -30.827 -7.159  C125 1.092
141 H 21.077 -31.799 -8.214  C125 1.094
142 H 21.876 -33.233 -6.543  C126 1.090
143 H 20.179 -32.987 -6.229  C126 1.096
144 H 19.384 -32.517 -4.045  C128 1.093
145 H 19.535 -30.895 -4.738  C128 1.093
146 H 20.085 -31.230 -3.132  C128 1.095
147 H 23.037 -33.073 -3.680  C129 1.088
148 H 21.878 -34.190 -4.468  C129 1.088
149 H 21.480 -33.322 -2.995  C129 1.096
150 H 21.849 -30.168 -3.054  O131 0.971
151 O 22.369 -20.929 -5.750  C152 1.424, H155 0.963
152 C 23.742 -20.594 -5.580  O151 1.424, C153 1.520, H156 1.093, H157 1.095
153 C 24.561 -21.825 -5.932  C152 1.520, O154 1.416, H158 1.101, H159 1.091
154 O 24.239 -22.332 -7.215  C153 1.416, H160 0.966
155 H 21.922 -20.114 -6.001  O151 0.963
156 H 24.088 -19.800 -6.246  C152 1.093
157 H 23.982 -20.348 -4.540  C152 1.095
158 H 24.404 -22.629 -5.197  C153 1.101
159 H 25.627 -21.598 -5.888  C153 1.091
160 H 23.284 -22.250 -7.330  O154 0.966
161 O 24.117 -23.515 -12.722  C162 1.403, H165 0.962
162 C 23.770 -24.549 -11.839  O161 1.403, C163 1.509, H166 1.099, H167 1.093
163 C 23.459 -24.068 -10.443  C162 1.509, O164 1.417, H168 1.100, H169 1.102
164 O 22.142 -23.546 -10.420  C163 1.417, H170 0.964
165 H 23.398 -22.878 -12.774  O161 0.962
166 H 22.939 -25.194 -12.161  C162 1.099
167 H 24.633 -25.220 -11.826  C162 1.093
168 H 24.161 -23.294 -10.100  C163 1.100
169 H 23.668 -24.883 -9.731  C163 1.102
170 H 21.913 -23.361 -9.502  O164 0.964
171 O 27.808 -24.678 -9.087  C172 1.409, H175 0.963
172 C 26.845 -25.652 -8.756  O171 1.409, C173 1.507, H176 1.094, H177 1.100
173 C 25.785 -25.080 -7.849  C172 1.507, O174 1.436, H178 1.094, H179 1.090
174 O 26.370 -24.676 -6.602  C173 1.436, H180 0.959
175 H 27.971 -24.147 -8.300  O171 0.963
176 H 26.381 -26.021 -9.676  C172 1.094
177 H 27.291 -26.547 -8.298  C172 1.100
178 H 25.009 -25.806 -7.586  C173 1.094
179 H 25.339 -24.218 -8.345  C173 1.090
180 H 26.028 -25.224 -5.893  O174 0.959
181 O 16.648 -18.573 -10.035  C182 1.407, H185 0.961
182 C 17.901 -19.192 -9.878  O181 1.407, C183 1.503, H186 1.091, H187 1.096
183 C 18.949 -18.390 -9.157  C182 1.503, O184 1.449, H188 1.092, H189 1.092
184 O 18.715 -18.352 -7.727  C183 1.449, H190 0.961
185 H 16.260 -18.308 -9.197  O181 0.961
186 H 17.825 -20.184 -9.431  C182 1.091
187 H 18.290 -19.338 -10.892  C182 1.096
188 H 19.084 -17.372 -9.526  C183 1.092
189 H 19.908 -18.907 -9.227  C183 1.092
190 H 17.988 -17.746 -7.559  O184 0.961

E_HOMO = -8.21 eV
Total energy = -90951.5478 eV
Largest force on an atom = 0.0362 Eh/bohr
Energy above the lowest of the compared OMol25 structures with the same formula, charge and spin = 13.6 kcal/mol
Lowest unoccupied orbital energy = 0.26 eV
SMILES = CC1(C)CCCC(C)(C)N1O.CC1(C)CCCC(C)(C)N1O.CC1(C)CCCC(C)(C)N1O.CC1(C)CCCC(C)(C)N1O.CC1(C)CCCC(C)(C)N1O.OCCO.OCCO.OCCO.OCCO
2S+1 = 1
HOMO-LUMO gap = 8.465 eV

Mulliken atomic charge list, values in e, 99 entries: -1.750, 2.001, -2.099, -1.318, -0.885, -0.641, 1.854, -1.600, -1.725, 0.149, -0.502, 0.348, 0.454, 0.336, 0.374, 0.421, 0.410, 0.019, 0.466, 0.510, 0.536, 0.540, -0.335, 0.523, 0.608, 0.072, 0.185, 0.219, 0.497, 0.374, -1.077, 4.038, -2.433, -1.139, -1.135, -1.414, 2.720, -2.556, -1.623, 1.122, -0.801, 0.119, 0.265, -0.319, -0.180, 0.040, 0.541, 1.047, -0.813, 0.595, 0.148, 0.451, 0.241, 0.368, 0.182, 0.603, 0.573, 0.211, -0.141, 0.064, -1.452, 1.769, -2.035, -1.917, 0.498, -0.092, 1.985, -1.934, -1.351, 0.257, -0.494, 0.026, 0.448, 0.408, 0.424, 0.420, 0.396, 0.329, 0.453, 0.783, -0.664, -0.943, 0.427, 0.400, 0.487, 0.213, 0.271, 0.458, 0.108, 0.360, -2.143, 1.893, -1.648, -1.672, 0.456, -1.220, 1.747, -1.462, -1.990